Record 1
93
Properties=species:S:1:pos:R:3 method="wB97M-V/def2-TZVPD" max_force_ev_per_a=6.08 relative_energy_ev=0.000 e_lumo_ev=-7.789 homo_lumo_gap_ev=5.6 charge=+2
Pb 1.2777 -0.2803 0.3222
C 5.0183 2.6797 -1.1813
C 3.5563 2.1531 -0.8182
O 3.3802 0.8743 -0.7183
C 2.4216 3.1036 -0.7387
C 1.4817 3.2582 0.3094
C 0.5144 4.3929 0.4664
N 1.3342 2.2711 1.2592
N 0.3298 2.4605 2.1044
C 0.3248 1.6057 3.1489
O 1.0783 0.5826 3.2560
C -0.4355 2.0103 4.3451
C -0.8977 3.2995 4.5834
C -1.0658 3.6990 5.8580
C -0.8790 2.7993 6.9110
C -0.7383 1.4459 6.6038
C -0.5350 1.0263 5.3274
H 5.1594 3.8003 -0.9198
H 5.7216 2.1625 -0.5352
H 5.2561 2.4835 -2.2356
H 2.3562 3.8361 -1.5510
H 0.5284 5.0560 -0.4241
H -0.5168 3.9281 0.4524
H 0.7191 4.8770 1.4579
H -1.0967 4.0088 3.7332
H -1.2713 4.7592 6.0391
H -0.8628 3.1062 7.9353
H -0.7411 0.7802 7.4496
H -0.3312 -0.0059 5.1736
N 1.7825 2.2206 -10.2250
C 1.6428 1.6729 -9.2099
C 1.7607 0.9896 -7.9900
C 1.6550 1.7205 -6.8143
C 1.7391 1.0620 -5.5901
C 1.8312 -0.3239 -5.4970
C 1.8626 -1.0356 -6.7171
C 1.8066 -0.4097 -7.9437
N 1.8073 -0.9650 -4.2655
C 2.3550 -2.2239 -3.8461
C 1.9851 -2.3182 -2.4998
N 1.1719 -1.2467 -2.1503
C 1.2355 -0.4367 -3.1739
H 1.5916 2.8098 -6.9660
H 1.7312 1.6854 -4.6591
H 1.9638 -2.0916 -6.7085
H 1.7926 -0.9937 -8.8363
H 3.0088 -2.8035 -4.4695
H 2.2348 -3.1242 -1.8461
H 0.7319 0.5222 -3.2219
N -0.6923 0.1801 -0.8122
S -1.9292 1.0981 -0.2848
C -2.5577 1.7670 -1.8321
C -3.2265 2.9895 -1.6979
C -3.8538 3.6053 -2.7839
C -3.8780 2.9288 -4.0152
C -3.1444 1.7368 -4.1654
C -2.5433 1.1089 -3.0301
C -3.1605 -0.1235 0.2834
C -3.3824 -0.1921 1.6587
C -4.1859 -1.2543 2.1331
C -4.6199 -2.2660 1.2549
C -4.4471 -2.1137 -0.1402
C -3.7823 -0.9969 -0.6171
H -0.8608 -0.5456 -1.4806
H -3.2413 3.6089 -0.7668
H -4.2651 4.6141 -2.6146
H -4.5643 3.2587 -4.7983
H -3.1056 1.3000 -5.1574
H -1.9756 0.1952 -3.0979
H -2.9663 0.5014 2.3719
H -4.5167 -1.1819 3.1912
H -5.1010 -3.1814 1.7151
H -4.8440 -2.8976 -0.7929
H -3.6769 -0.8153 -1.6487
O 0.8231 -2.4194 1.9305
C 1.3764 -3.3369 2.5844
C 2.1936 -3.1578 3.8708
C 1.7415 -4.0973 5.0170
C 0.2470 -4.4896 4.9748
C -0.1002 -5.6960 4.0732
C 0.0452 -5.4027 2.6037
N 1.2536 -4.6743 2.2996
H 1.9874 -2.0883 4.1902
H 3.2439 -3.0745 3.6461
H 1.9564 -3.5798 5.9308
H 2.3309 -5.0346 5.0676
H -0.3332 -3.5428 4.7646
H 0.0020 -4.7687 6.0239
H -1.0859 -6.1140 4.2730
H 0.7064 -6.4114 4.2720
H -0.8269 -4.8072 2.2498
H 0.0697 -6.3164 1.9430
H 2.1129 -5.1970 2.4287



Record 2
98
Properties=species:S:1:pos:R:3 method="wB97M-V/def2-TZVPD" max_force_ev_per_a=0.39 relative_energy_ev=0.336 e_lumo_ev=2.135 homo_lumo_gap_ev=6.3 charge=-1
Sr -0.2123 -0.8837 -0.6034
N -4.5447 1.7374 -0.1805
C -3.6683 0.6889 -0.1772
S -3.0265 0.2198 -1.7025
N -3.4370 0.1852 1.0221
N -2.5803 -0.8675 0.9879
C -2.4260 -1.5728 2.0473
C -3.1095 -1.3677 3.3529
C -3.1524 -0.1135 3.9597
C -3.7614 0.0502 5.1936
C -4.3529 -1.0317 5.8315
C -4.3234 -2.2817 5.2318
C -3.6968 -2.4494 4.0049
C -1.5415 -2.7646 1.9258
C -0.7567 -3.1717 3.0029
C 0.0094 -4.3174 2.8784
C -0.0481 -5.0313 1.6933
C -0.8294 -4.5298 0.6638
N -1.5581 -3.4223 0.7581
H -4.6372 2.2683 -1.0258
H -4.8470 2.1058 0.7049
H -2.7044 0.7275 3.4526
H -3.7766 1.0287 5.6583
H -4.8344 -0.9003 6.7930
H -4.7835 -3.1320 5.7198
H -3.6636 -3.4305 3.5475
H -0.7397 -2.5748 3.9052
H 0.6532 -4.6354 3.6886
H 0.5353 -5.9290 1.5422
H -0.8622 -5.0363 -0.2948
C 3.0391 1.6428 -3.3712
Si 2.9096 0.0725 -2.3100
C 3.0485 0.6250 -0.5220
C 4.4277 -1.0094 -2.6367
N 1.4319 -0.7631 -2.5327
C 1.1204 -1.4463 -3.6505
C 1.8060 -1.4151 -4.8955
C 1.4158 -2.1627 -5.9937
C 0.3085 -2.9993 -5.9514
C -0.4106 -3.0643 -4.7604
C 0.0052 -2.3129 -3.6939
F -0.7410 -2.4206 -2.5289
H 3.8795 2.2671 -3.0535
H 2.1218 2.2290 -3.2669
H 3.1710 1.4238 -4.4328
H 3.9287 1.2690 -0.4224
H 3.1952 -0.2214 0.1512
H 2.1871 1.1901 -0.1626
H 5.3477 -0.4606 -2.4149
H 4.4896 -1.3697 -3.6642
H 4.3915 -1.8822 -1.9796
H 2.6701 -0.7703 -4.9900
H 1.9956 -2.0831 -6.9067
H 0.0040 -3.5791 -6.8117
H -1.2918 -3.6819 -4.6436
B 2.7759 -1.9574 2.3161
N 2.5082 -2.8944 1.0994
C 3.3231 -3.9244 0.8256
C 2.9569 -4.4685 -0.3922
C 1.8702 -3.6867 -0.7888
N 1.6050 -2.7473 0.1182
N 1.6141 -0.9805 2.6745
C 1.4961 -0.4605 3.9072
C 0.5351 0.5346 3.8812
C 0.1059 0.5391 2.5522
N 0.7629 -0.3717 1.8364
H 3.7730 -1.3084 2.0815
H 2.9411 -2.6565 3.2940
H 4.1158 -4.1810 1.5090
H 3.4109 -5.2928 -0.9142
H 1.2753 -3.7537 -1.6866
H 2.1154 -0.8357 4.7043
H 0.1878 1.1432 4.6979
H -0.6812 1.1236 2.0946
O -0.1110 1.6925 -0.9966
S -1.0257 2.6892 -0.3605
C -1.6465 3.6631 -1.7340
C -1.3610 3.2374 -3.0181
C -1.8931 3.9456 -4.0866
C -2.7014 5.0497 -3.8634
C -2.9862 5.4592 -2.5668
C -2.4597 4.7605 -1.4922
C 0.0674 3.8945 0.3736
C -0.3680 4.5805 1.4956
C 0.4856 5.4922 2.1035
C 1.7605 5.6865 1.5952
C 2.1921 4.9732 0.4823
C 1.3449 4.0708 -0.1371
H -0.7558 2.3509 -3.1567
H -1.6859 3.6181 -5.0969
H -3.1198 5.5906 -4.7027
H -3.6221 6.3174 -2.3923
H -2.6802 5.0652 -0.4754
H -1.3546 4.3859 1.8996
H 0.1614 6.0318 2.9837
H 2.4306 6.3854 2.0792
H 3.1965 5.1136 0.1050
H 1.6654 3.4796 -0.9863



Record 3
94
Properties=species:S:1:pos:R:3 method="wB97M-V/def2-TZVPD" multiplicity=3 max_force_ev_per_a=0.88 e_lumo_ev="-2.489 / -2.576" homo_lumo_gap_ev="7.8 / 7.7" charge=+1
Ni 1.1617 0.0099 -0.1032
O -2.7830 2.2408 3.2705
C -2.7410 2.8887 2.0658
C -3.6181 3.9604 1.9168
C -3.6541 4.6661 0.7287
C -2.8090 4.3186 -0.3234
C -1.9364 3.2571 -0.1646
C -1.8956 2.5252 1.0189
C -0.9194 1.3748 1.1069
O 0.2741 1.6220 0.5030
N -1.5847 0.2038 0.4480
N -0.7746 -0.7485 0.0333
C -1.1832 -1.8681 -0.4320
C -0.2706 -2.8381 -1.0129
Br 1.5034 -2.1890 -1.3530
C -0.5411 -4.0783 -1.4069
C -1.8181 -4.7864 -1.1894
C -2.2781 -5.6637 -2.1732
C -3.4707 -6.3486 -2.0068
C -4.2151 -6.1818 -0.8454
C -3.7558 -5.3324 0.1522
C -2.5646 -4.6415 -0.0169
H -2.0286 1.6488 3.3594
H -4.2578 4.2237 2.7513
H -4.3378 5.5011 0.6273
H -2.8286 4.8805 -1.2499
H -1.2444 2.9765 -0.9528
H -0.7792 1.0838 2.1598
H -2.5717 0.0180 0.5462
H -2.2416 -2.1070 -0.4674
H 0.2270 -4.6204 -1.9484
H -1.6953 -5.8011 -3.0783
H -3.8199 -7.0182 -2.7828
H -5.1425 -6.7244 -0.7121
H -4.3211 -5.2171 1.0692
H -2.1890 -4.0079 0.7777
O 2.8623 1.5199 -1.9152
N 2.9391 0.8726 -0.6986
C 4.1003 0.9805 -0.2007
C 4.5857 0.4539 1.0888
C 5.9394 0.7002 1.3272
C 6.5509 0.3072 2.5036
C 5.8073 -0.3340 3.4825
C 4.4617 -0.5800 3.2635
C 3.8391 -0.2085 2.0744
P 2.0617 -0.5783 1.9319
C 1.9444 -2.3734 2.2065
C 3.0310 -3.2241 2.0177
C 2.8701 -4.6006 2.1140
C 1.6277 -5.1390 2.4138
C 0.5380 -4.2977 2.6032
C 0.6907 -2.9238 2.4830
C 1.4022 0.2399 3.4113
C 0.8594 -0.4260 4.5051
C 0.3255 0.3023 5.5644
C 0.3403 1.6894 5.5359
C 0.9061 2.3571 4.4542
C 1.4322 1.6377 3.3949
H 1.9556 1.3372 -2.2434
H 4.8233 1.5374 -0.7898
H 6.5197 1.2180 0.5715
H 7.6021 0.5124 2.6593
H 6.2702 -0.6348 4.4142
H 3.8777 -1.0703 4.0348
H 4.0078 -2.8174 1.7875
H 3.7206 -5.2538 1.9595
H 1.5083 -6.2117 2.5052
H -0.4308 -4.7166 2.8444
H -0.1687 -2.2740 2.6110
H 0.8528 -1.5087 4.5441
H -0.0989 -0.2193 6.4135
H -0.0899 2.2527 6.3546
H 0.9207 3.4398 4.4301
H 1.8281 2.1577 2.5289
C 0.2855 3.9676 -6.6236
C 0.2701 3.9946 -5.1022
N 0.3448 2.6506 -4.5172
C -0.5192 2.0332 -3.7070
S -0.0407 0.6747 -2.7821
N -1.7777 2.4956 -3.5922
C -2.6399 2.9880 -4.6829
C -3.8578 2.0907 -4.8373
H 0.2779 4.9849 -7.0179
H -0.5797 3.4344 -7.0224
H 1.1852 3.4702 -6.9907
H -0.6147 4.4925 -4.7234
H 1.1275 4.5580 -4.7332
H 1.2243 2.1729 -4.6128
H -2.2749 2.0357 -2.8452
H -2.0707 2.9924 -5.6058
H -2.9499 4.0108 -4.4714
H -3.5532 1.0563 -4.9999
H -4.4577 2.4133 -5.6886
H -4.4887 2.1332 -3.9467